# 1
A molecular structure, C43H30Cl2FN4O4PbS3Te. Source: OMol25; level of theory: the ωB97M-V functional and the def2-TZVPD basis.

Results
ΔE to the lowest compared entry with this formula, charge and spin (kcal per mole): 0.0
Highest occupied orbital energy (eV): -4.9
Kohn-Sham gap (eV): 6.912

```
! RIJCOSX wB97M-V def2-TZVPD def2/J DEFGRID3
* xyz -1 1
Pb -0.884 -0.376 0.060
C -3.604 -2.309 -7.081
C -2.336 -3.123 -6.848
C -1.385 -2.936 -8.020
C -0.058 -3.630 -7.773
C 0.557 -3.086 -6.516
C 1.921 -2.991 -6.362
C 2.453 -2.503 -5.174
F 3.798 -2.429 -5.063
C 1.661 -2.114 -4.135
C 0.270 -2.210 -4.267
C -0.570 -1.840 -3.107
O -0.011 -1.360 -2.108
C -1.974 -2.101 -3.268
C -2.422 -2.508 -4.485
N -1.669 -2.740 -5.583
C -0.285 -2.672 -5.464
C -3.056 -1.970 -2.194
O -4.212 -2.225 -2.541
O -2.674 -1.654 -1.031
H -3.998 -2.551 -8.069
H -3.377 -1.243 -7.050
H -4.388 -2.513 -6.357
H -2.599 -4.186 -6.782
H -1.220 -1.866 -8.178
H -1.872 -3.329 -8.914
H 0.622 -3.486 -8.613
H -0.222 -4.708 -7.673
H 2.587 -3.300 -7.157
H 2.074 -1.738 -3.212
H -3.489 -2.656 -4.571
Cl 3.874 1.959 1.393
C 2.389 2.345 2.209
C 2.416 3.276 3.251
C 1.277 3.603 3.927
Cl 1.354 4.775 5.224
C 0.045 2.996 3.592
C -1.179 3.256 4.249
C -2.310 2.597 3.864
C -2.231 1.670 2.810
N -1.116 1.416 2.173
C 0.026 2.053 2.535
C 1.222 1.701 1.790
O 1.190 0.836 0.851
H 3.357 3.738 3.519
H -1.201 3.978 5.054
H -3.260 2.776 4.351
H -3.114 1.130 2.482
S -6.547 3.407 -0.691
C -5.033 2.729 -0.704
S -3.737 3.257 -1.742
C -2.685 2.007 -1.109
N -3.265 1.279 -0.212
N -4.561 1.688 0.014
C -5.300 0.878 0.929
C -6.027 1.463 1.954
C -6.693 0.648 2.856
C -6.622 -0.733 2.734
C -5.882 -1.302 1.707
C -5.215 -0.501 0.793
S -1.066 1.774 -1.621
H -6.073 2.539 2.031
H -7.267 1.094 3.658
H -7.142 -1.365 3.444
H -5.821 -2.378 1.609
H -4.620 -0.934 -0.003
Te 2.596 -1.502 -0.038
C 3.112 -3.508 -0.512
C 2.669 -4.570 0.274
C 2.969 -5.877 -0.075
C 3.696 -6.143 -1.230
C 4.131 -5.093 -2.024
C 3.850 -3.781 -1.659
C 3.240 -1.675 1.967
C 4.476 -2.238 2.268
C 4.896 -2.334 3.586
C 4.093 -1.853 4.612
C 2.863 -1.287 4.313
C 2.432 -1.206 2.995
H 2.085 -4.370 1.165
H 2.624 -6.693 0.548
H 3.921 -7.165 -1.507
H 4.700 -5.289 -2.925
H 4.216 -2.967 -2.273
H 5.112 -2.602 1.470
H 5.859 -2.775 3.812
H 4.426 -1.918 5.640
H 2.230 -0.907 5.106
H 1.471 -0.768 2.764
*
```


# 2
A gas-phase ion, C6H9Cl2N2 (charge +1). Source: OMol25; level of theory: the ωB97M-V functional and the def2-TZVPD basis.

Results
ΔE to the lowest compared entry with this formula, charge and spin (kcal per mole): 8.7
Highest occupied orbital energy (eV): -13.5
Kohn-Sham gap (eV): 9.135
SMILES: C[C@]1(Cl)C=C(Cl)C=N[C@@H]1[NH3+]

```
! RIJCOSX wB97M-V def2-TZVPD def2/J DEFGRID3
* xyz 1 1
C 0.666 0.425 1.647
C 0.804 0.337 0.129
Cl 2.568 0.208 -0.335
C 0.312 1.579 -0.475
C -0.865 1.627 -1.098
Cl -1.426 2.946 -2.000
C -1.745 0.432 -0.990
N -1.306 -0.721 -0.685
C 0.084 -0.884 -0.610
N 0.158 -2.170 0.169
H 1.185 1.185 2.245
H 0.781 -0.527 2.304
H -0.363 0.689 1.915
H 1.076 2.264 -0.495
H -2.781 0.674 -1.191
H 0.604 -0.778 -1.516
H 1.025 -2.756 0.004
H -0.713 -2.743 -0.195
H -0.062 -1.788 1.176
*
```